(1)
83
Properties=species:S:1:pos:R:3:lowdin_charge:R:1 method="wB97M-V/def2-TZVPD" orbital_gap_ev=6.862 homo_ha=-0.4869 total_charge=+2
Zr 0.5743 -0.6864 -0.5148 1.5685
C -0.0483 0.2912 5.6347 -0.0945
C -0.2985 -0.9260 4.7555 -0.2923
C 0.9650 -1.4378 4.0686 -0.3165
S 1.4895 -0.2715 2.7969 1.0846
O 0.9036 -0.9191 1.4990 -0.7062
C 3.2745 -0.4967 2.6364 -0.3094
C 3.7572 -1.7708 1.9565 -0.2719
C 3.5509 -3.0627 2.7335 -0.0719
H -0.9663 0.6060 6.1271 0.0870
H 0.3199 1.1435 5.0585 0.0657
H 0.6838 0.0675 6.4118 0.0882
H -1.0651 -0.7174 4.0002 0.0989
H -0.6860 -1.7511 5.3560 0.1231
H 0.8114 -2.3826 3.5472 0.0653
H 1.7978 -1.5386 4.7670 0.1132
H 3.6466 -0.3948 3.6601 0.1140
H 3.5964 0.3913 2.0873 0.0980
H 4.8217 -1.6148 1.7702 0.1106
H 3.3002 -1.8480 0.9655 0.0755
H 3.9278 -2.9788 3.7541 0.0922
H 4.0970 -3.8722 2.2518 0.0920
H 2.5023 -3.3595 2.7741 0.0497
N 1.8910 -1.7747 -1.7721 0.0201
C 2.9825 -1.3142 -1.8299 -0.1814
C 4.1549 -0.6419 -1.8909 -0.2362
C 5.3178 -1.1170 -1.2240 -0.1958
N 6.2329 -1.4770 -0.6290 0.1917
C 4.0286 0.6623 -2.4488 -0.1846
N 3.7907 1.7227 -2.8313 0.1788
C -2.9233 2.9288 0.4133 -0.0684
C -3.4986 2.4452 -0.7589 -0.0537
C -3.2956 1.1311 -1.1501 -0.0766
C -2.5300 0.2665 -0.3598 -0.3058
C -1.9683 0.7665 0.8259 -0.1582
C -2.1590 2.0897 1.2108 -0.0689
Si -1.9351 -1.3810 -0.9739 0.7015
C -1.5406 -2.6176 0.3591 -0.3331
C -0.4614 -3.4713 0.0721 -0.1578
C 0.0450 -4.3359 1.0371 -0.0560
C -0.5219 -4.3513 2.3023 -0.0626
C -1.5862 -3.5038 2.6062 -0.0599
C -2.0828 -2.6330 1.6504 -0.0791
C -2.5284 -2.0236 -2.5965 -0.3041
C -2.2294 -1.3485 -3.7847 -0.1171
C -2.6978 -1.8164 -5.0007 -0.0654
C -3.4705 -2.9704 -5.0436 -0.0507
C -3.7730 -3.6541 -3.8750 -0.0561
C -3.3043 -3.1849 -2.6570 -0.0844
H -3.0939 3.9541 0.7149 0.1157
H -4.1165 3.0967 -1.3633 0.1185
H -3.7387 0.7699 -2.0711 0.1109
H -1.4363 0.0974 1.5019 0.0652
H -1.7368 2.4555 2.1379 0.1134
H -0.0516 -3.5077 -0.9391 0.0961
H 0.8590 -5.0068 0.7949 0.1224
H -0.1492 -5.0382 3.0512 0.1225
H -2.0375 -3.5390 3.5899 0.1206
H -2.9058 -1.9740 1.9011 0.1189
H -1.6233 -0.4472 -3.7613 0.0878
H -2.4609 -1.2898 -5.9155 0.1123
H -3.8354 -3.3384 -5.9931 0.1172
H -4.3749 -4.5519 -3.9124 0.1163
H -3.5450 -3.7292 -1.7508 0.1075
C -0.7494 5.0372 -3.1239 -0.0624
C 0.3337 5.4729 -2.1420 -0.3961
C -0.2112 5.6008 -0.7234 -0.0614
C 1.5606 4.5610 -2.2000 -0.0729
N 1.2248 3.1704 -1.8339 -0.0520
C 0.7745 2.1858 -2.6140 -0.0693
N 0.6132 1.1253 -1.8543 -0.0456
N 1.0044 1.5076 -0.6188 -0.1295
N 1.3713 2.7278 -0.5922 0.1658
H -1.5373 5.7874 -3.1697 0.0938
H -1.2257 4.1030 -2.8077 0.0661
H -0.3604 4.9119 -4.1367 0.0882
H 0.7165 6.4465 -2.4600 0.1500
H -0.6208 4.6505 -0.3674 0.0529
H -1.0196 6.3304 -0.6984 0.0926
H 0.5567 5.9274 -0.0215 0.0889
H 2.3360 4.8634 -1.4997 0.1403
H 1.9937 4.5083 -3.1977 0.1403
H 0.5924 2.2637 -3.6723 0.1649

=====

(2)
90
Properties=species:S:1:pos:R:3:lowdin_charge:R:1 method="wB97M-V/def2-TZVPD" orbital_gap_ev="5.568 / 5.541" spin_multiplicity=2 s2=0.7547 homo_ha="-0.3505 / -0.3500" total_charge=+1
Ru 0.1782 0.0417 0.0634 0.7978
O -2.6805 -1.5914 6.4230 0.0938
N -3.4967 -1.3213 5.5697 -0.3306
O -4.6946 -1.3802 5.7116 0.1022
C -2.9935 -0.8742 4.2302 -0.0371
C -3.9507 -0.4552 3.3760 0.0805
C -3.6176 -0.0623 2.0402 -0.1158
C -4.5787 0.3535 1.0996 0.0311
C -4.1745 0.6840 -0.1689 -0.0103
C -2.8106 0.6108 -0.4858 -0.1143
N -1.8950 0.2385 0.3976 -0.0306
C -2.2803 -0.0997 1.6508 -0.1411
C -1.2519 -0.4980 2.5804 -0.1244
N 0.0287 -0.4500 2.1145 -0.0150
C 0.9963 -0.8500 2.9157 -0.0942
C 0.7574 -1.3224 4.2078 0.0009
C -0.5191 -1.3515 4.7003 0.0348
C -1.5846 -0.9165 3.8786 -0.0429
H -4.9777 -0.4260 3.7111 0.1374
H -5.6202 0.4093 1.3892 0.1328
H -4.8763 1.0022 -0.9276 0.1141
H -2.4402 0.8651 -1.4724 0.0924
H 1.9985 -0.7920 2.5192 0.0500
H 1.5882 -1.6582 4.8118 0.1218
H -0.7120 -1.6959 5.6997 0.1093
Se 0.5784 1.6742 -4.5604 0.5025
C 0.2502 0.9663 -2.9660 -0.9777
N 0.0444 0.5043 -1.9095 -0.1653
C 4.1034 1.8243 2.0160 -0.2218
Si 4.4037 0.1830 1.1807 0.2660
C 5.9493 0.2522 0.1394 -0.2219
C 4.5386 -1.2100 2.4343 -0.2104
As 2.5790 -0.0700 -0.3115 0.8866
Si 3.2715 -1.6911 -1.9212 0.2779
C 4.4958 -0.8918 -3.0747 -0.2110
C 1.7540 -2.2197 -2.8720 -0.2114
C 4.0515 -3.0565 -0.9062 -0.2364
H 4.8733 2.0395 2.7611 0.0452
H 3.1314 1.8502 2.5163 0.0281
H 4.1118 2.6271 1.2787 0.0064
H 6.7745 0.6383 0.7431 0.0414
H 5.8238 0.9109 -0.7205 0.0299
H 6.2373 -0.7347 -0.2255 0.0217
H 5.5960 -1.3889 2.6414 0.0420
H 4.1101 -2.1481 2.0784 0.0175
H 4.0592 -0.9500 3.3800 0.0217
H 4.0172 -0.0655 -3.6045 0.0324
H 4.8350 -1.6169 -3.8194 0.0423
H 5.3749 -0.5089 -2.5576 0.0089
H 1.6723 -1.6330 -3.7893 0.0295
H 0.8429 -2.0644 -2.2945 -0.0165
H 1.8145 -3.2781 -3.1373 0.0371
H 5.0570 -2.7734 -0.5891 0.0229
H 4.1283 -3.9767 -1.4904 0.0388
H 3.4595 -3.2743 -0.0184 -0.0484
N 0.0323 2.2267 0.1846 0.0129
C 0.9200 3.2182 0.7135 -0.2986
C 2.0467 3.5688 -0.0161 -0.0651
C 2.8862 4.5611 0.4629 -0.0933
C 2.6118 5.1919 1.6692 -0.0780
C 1.4938 4.8198 2.4006 -0.0717
C 0.6462 3.8289 1.9258 -0.0376
H -0.9027 2.3093 0.5617 0.0885
H -0.0179 2.2792 -0.8318 0.0680
H 2.2483 3.0810 -0.9640 0.1079
H 3.7545 4.8483 -0.1153 0.1167
H 3.2654 5.9714 2.0357 0.1095
H 1.2715 5.3076 3.3400 0.1090
H -0.2342 3.5449 2.4922 0.1113
N -2.5770 -2.8219 -0.7342 0.1844
C -1.3064 -3.0454 -0.3615 -0.6103
O -0.5034 -2.1513 -0.1365 -0.1275
C -0.9589 -4.5166 -0.2565 -0.5741
I 0.9150 -4.8891 0.6350 0.9132
H -2.8882 -1.8846 -0.9307 0.0387
H -3.2005 -3.5824 -0.9421 0.1185
H -0.9356 -4.9517 -1.2540 0.0625
H -1.7050 -5.0389 0.3376 0.0534
Br -2.7710 1.2963 -6.3709 0.7274
C -4.3532 1.0305 -5.3920 -0.7408
C -5.4424 1.8542 -5.6547 -0.1222
C -6.6319 1.6812 -4.9692 -0.0727
C -6.7439 0.6839 -4.0112 -0.0869
C -5.6618 -0.1382 -3.7442 -0.1840
C -4.4643 0.0311 -4.4321 -0.7458
I -2.8799 -1.2494 -3.9927 0.9582
H -5.3480 2.6255 -6.4059 0.1046
H -7.4743 2.3217 -5.1919 0.1113
H -7.6744 0.5363 -3.4796 0.1071
H -5.7477 -0.9274 -3.0088 0.0850

=====

(3)
90
Properties=species:S:1:pos:R:3:lowdin_charge:R:1 method="wB97M-V/def2-TZVPD" orbital_gap_ev="4.733 / 6.355" spin_multiplicity=5 s2=6.0482 homo_ha="-0.1943 / -0.2560"
Cr -2.6044 0.9914 -0.5217 0.2703
C -1.1424 -2.3159 -4.2007 -0.0476
C -0.2542 -1.6410 -3.1809 -0.2143
C 1.1181 -1.5462 -3.4123 0.0591
C 1.9453 -0.8546 -2.5032 -0.1700
N 1.3710 -0.3330 -1.3671 0.1973
N 0.0660 -0.4915 -1.1192 0.0122
B -0.7490 0.0569 0.0565 -0.5188
N -0.6394 1.6874 0.4137 -0.0141
N 0.6686 1.8579 0.6478 0.1353
C 1.2740 2.9964 1.0759 -0.1876
C 0.5032 4.1329 1.2366 0.0200
C -0.8665 4.0906 1.0375 -0.2603
C -1.6199 5.3938 1.2939 -0.0872
C -1.5057 2.8654 0.6585 -0.7366
S -3.0268 2.9818 0.6305 0.8399
C 2.7713 2.9545 1.4270 -0.5491
C 2.9739 1.9212 2.5557 -0.0558
C 3.3408 4.3105 1.9100 -0.0708
C 3.5682 2.5154 0.2003 -0.0689
N -1.0333 -0.8250 1.2684 0.0147
N -0.2238 -1.8614 1.4845 0.1833
C -0.2894 -2.6235 2.6071 -0.1833
C -1.2831 -2.3227 3.5548 0.0600
C -2.1626 -1.2526 3.3388 -0.2292
C -3.2180 -0.9496 4.3794 -0.0665
C -2.0099 -0.4828 2.1618 -0.7728
S -2.8762 0.6417 1.8770 0.9820
C 0.7601 -3.7252 2.7874 -0.5579
C 0.6384 -4.7321 1.6291 -0.0591
C 0.6199 -4.4895 4.1238 -0.0714
C 2.1600 -3.0730 2.7533 -0.0589
C -0.7543 -1.0704 -1.9999 -0.7600
S -2.1400 -0.9880 -1.6920 1.2100
C 3.4432 -0.6415 -2.7695 -0.5488
C 3.6792 0.8545 -3.0523 -0.0502
C 3.9773 -1.4214 -3.9971 -0.0740
C 4.2440 -1.1036 -1.5365 -0.0565
H -0.5618 -2.6946 -5.0686 0.0882
H -1.8957 -1.5936 -4.5801 0.0936
H -1.6641 -3.1760 -3.7312 0.0931
H 1.5099 -1.9720 -4.3232 0.1069
H 0.9486 5.0602 1.5636 0.1031
H -0.9498 6.2305 1.5858 0.0844
H -2.3513 5.2568 2.1184 0.0812
H -2.1554 5.7054 0.3722 0.0863
H 2.4046 2.2211 3.4622 0.0912
H 4.0483 1.8388 2.8290 0.0884
H 2.6229 0.9130 2.2439 0.0805
H 2.8224 4.6543 2.8311 0.0886
H 3.2384 5.0864 1.1207 0.0909
H 4.4219 4.2178 2.1525 0.0911
H 3.2215 1.5116 -0.1016 0.0482
H 4.6543 2.4487 0.4281 0.0968
H 3.4232 3.2339 -0.6353 0.0965
H -1.3782 -2.8967 4.4648 0.1070
H -3.1721 -1.6562 5.2352 0.0862
H -4.2275 -1.0256 3.9239 0.0908
H -3.0705 0.0775 4.7751 0.0895
H -0.3639 -5.2114 1.6373 0.0916
H 1.4099 -5.5276 1.7194 0.0890
H 0.7794 -4.2283 0.6483 0.0833
H -0.3662 -4.9968 4.1894 0.0896
H 0.7314 -3.7977 4.9874 0.0902
H 1.4090 -5.2674 4.2143 0.0921
H 2.3325 -2.5416 1.7919 0.0795
H 2.9575 -3.8390 2.8660 0.0884
H 2.2660 -2.3354 3.5790 0.0908
H 3.1388 1.1604 -3.9748 0.0953
H 4.7603 1.0699 -3.1940 0.0946
H 3.2960 1.4911 -2.2450 0.0497
H 3.4764 -1.0944 -4.9341 0.0863
H 3.8265 -2.5145 -3.8662 0.0918
H 5.0660 -1.2403 -4.1322 0.0924
H 3.9361 -0.5592 -0.6227 0.0661
H 5.3316 -0.9294 -1.6867 0.0896
H 4.0833 -2.1887 -1.3572 0.0909
F -8.2445 -0.0627 -3.1058 0.1085
C -6.9389 0.1916 -2.9251 -0.1512
C -6.2298 0.8955 -3.8774 -0.1331
F -6.8516 1.3259 -4.9872 0.1141
C -4.8716 1.1586 -3.6868 -0.1076
F -4.2422 1.8505 -4.6566 0.1015
C -4.1513 0.7344 -2.5394 -0.4002
O -2.9077 0.9766 -2.3673 -0.3299
C -4.9379 0.0168 -1.6004 -0.1765
F -4.3754 -0.4430 -0.4657 -0.0281
C -6.2963 -0.2492 -1.7858 -0.1272
F -6.9830 -0.9344 -0.8570 0.1145
H -3.6572 2.1380 -1.1873 0.0674

=====

(4)
89
Properties=species:S:1:pos:R:3:lowdin_charge:R:1 method="wB97M-V/def2-TZVPD" orbital_gap_ev=7.314 homo_ha=-0.3736 total_charge=+1
Ti 0.2816 0.0746 -0.0594 1.1381
N 0.1773 -1.9274 -1.2348 0.0047
C 1.3186 -2.0379 -2.1557 -0.1067
C 2.4906 -1.2767 -1.5397 -0.5309
O 3.6109 -1.3300 -2.0041 0.0795
N 2.0860 -0.5723 -0.4585 -0.0799
C 3.0673 0.1941 0.2915 -0.0795
C 2.3676 1.4883 0.6908 -0.5679
O 2.7803 2.2528 1.5243 0.1313
O 1.2367 1.6568 0.0223 -0.1645
H -0.6835 -2.1870 -1.7026 0.0979
H 0.3199 -2.5841 -0.4756 0.0877
H 1.6295 -3.0676 -2.3355 0.1328
H 1.0616 -1.5978 -3.1203 0.1211
H 3.3817 -0.3375 1.1906 0.1149
H 3.9611 0.4079 -0.2994 0.1387
Br 2.4074 -1.1093 4.0378 0.8567
C 1.1740 0.3198 3.9069 -0.5812
C 0.9476 1.1487 5.0111 -0.1430
C 0.0973 2.2129 4.8982 -0.6063
Br -0.2396 3.2828 6.4257 0.8129
C -0.5115 2.5286 3.6609 -0.1685
C -1.2380 3.7089 3.3995 -0.0069
C -1.6878 3.9491 2.1312 -0.0162
C -1.4830 2.9806 1.1369 -0.1133
N -0.8625 1.8460 1.3483 0.0962
C -0.3251 1.6353 2.5781 -0.1359
C 0.5089 0.4863 2.7090 -0.3749
O 0.6363 -0.3388 1.6843 -0.2156
H 1.4553 0.9499 5.9441 0.1067
H -1.3994 4.4220 4.1958 0.0876
H -2.2050 4.8659 1.8848 0.1146
H -1.8547 3.1521 0.1325 0.0868
C -2.8783 2.6247 -1.9354 -0.0317
N -1.5500 2.8595 -2.4736 -0.1165
C -1.5280 3.8441 -3.5454 -0.0239
C -0.4920 2.0602 -2.2009 -0.3700
N -0.6503 0.7995 -1.7325 0.0151
C -1.6010 0.0361 -2.4825 -0.2385
C -1.4657 0.1184 -3.8542 -0.0268
C -2.4028 -0.4307 -4.7385 -0.0545
C -3.4971 -1.0595 -4.2323 -0.0303
C -3.6403 -1.2462 -2.8370 -0.1534
C -4.7766 -1.9409 -2.3753 -0.0389
C -4.8916 -2.2531 -1.0557 -0.0590
C -3.8816 -1.8820 -0.1649 -0.0299
C -2.7838 -1.1092 -0.5319 -0.2119
N -1.7698 -0.8746 0.4237 0.0389
C -2.1667 -1.0322 1.7062 -0.3862
N -3.2264 -0.3678 2.2223 -0.1153
C -3.8421 0.7466 1.5276 -0.0295
C -4.0623 -0.9160 3.2812 -0.0345
N -1.5582 -1.9185 2.5084 -0.1022
C -1.4650 -1.7982 3.9584 -0.0333
C -0.7770 -3.0127 1.9489 -0.0170
C -2.6544 -0.7540 -1.9196 -0.0622
N 0.7218 2.5780 -2.4472 -0.1326
C 1.8300 1.7584 -2.9079 -0.0030
C 1.0901 3.9363 -2.0764 -0.0153
H -3.5262 2.1529 -2.6792 0.1097
H -3.3157 3.5836 -1.6500 0.1071
H -2.8343 1.9790 -1.0633 0.0613
H -2.3597 3.6361 -4.2224 0.1018
H -0.6018 3.7865 -4.1089 0.0965
H -1.6443 4.8568 -3.1548 0.0995
H -0.6186 0.6641 -4.2555 0.1186
H -2.2628 -0.3217 -5.8059 0.1139
H -4.2642 -1.4594 -4.8826 0.1185
H -5.5259 -2.2483 -3.0929 0.1171
H -5.7389 -2.8215 -0.6951 0.1137
H -3.9478 -2.2534 0.8484 0.1127
H -3.1676 1.1283 0.7742 0.0494
H -4.0654 1.5343 2.2497 0.1068
H -4.7709 0.4336 1.0422 0.1034
H -3.8254 -1.9594 3.4648 0.0860
H -5.1046 -0.8605 2.9612 0.1016
H -3.9598 -0.3527 4.2101 0.1030
H -2.1037 -2.5249 4.4650 0.1003
H -1.7337 -0.7961 4.2830 0.0951
H -0.4361 -1.9958 4.2534 0.0727
H -1.1832 -3.2939 0.9797 0.0903
H -0.8682 -3.8671 2.6191 0.1048
H 0.2801 -2.7465 1.8739 0.0829
H 1.4967 0.7427 -3.0945 0.0780
H 2.6466 1.7341 -2.1876 0.0981
H 2.2064 2.1815 -3.8421 0.1085
H 0.2196 4.4912 -1.7399 0.0905
H 1.5511 4.4516 -2.9205 0.1025
H 1.8087 3.8917 -1.2547 0.1013

=====

(5)
91
Properties=species:S:1:pos:R:3:lowdin_charge:R:1 method="wB97M-V/def2-TZVPD" orbital_gap_ev="5.921 / 5.957" homo_ha="-0.0801 / -0.0814" total_charge=-2
Os 0.1302 0.4593 1.2550 0.7863
S 0.5198 0.4916 3.5423 0.5754
C 2.2549 0.2812 3.7183 -0.6787
C 2.7932 0.1167 5.0036 -0.1421
C 4.1564 -0.0252 5.2009 -0.1280
C 5.0196 -0.0025 4.1051 -0.1302
C 4.4940 0.1596 2.8323 -0.1409
C 3.1169 0.2964 2.6234 -0.6819
S 2.4783 0.5261 0.9982 0.5632
H 2.1134 0.1054 5.8507 0.0916
H 4.5473 -0.1544 6.2046 0.0863
H 6.0904 -0.1060 4.2437 0.0840
H 5.1484 0.1829 1.9664 0.0893
C -0.1748 0.1809 -3.5735 -0.0235
C 0.8479 -0.0008 -2.4592 -0.6272
C 0.8137 -1.4160 -1.9137 -0.0382
C 2.2569 0.3115 -2.9511 -0.0343
O 0.5115 0.8623 -1.3490 -0.2653
Si 0.4163 2.5130 -1.1956 -0.1273
S 0.0414 2.8115 0.8283 0.3176
O -0.6686 3.2127 -2.2220 -0.1584
C -2.0760 3.4788 -2.1491 -0.6490
C -2.8190 2.3193 -1.5020 -0.0279
C -2.2896 4.7603 -1.3547 -0.0345
C -2.5289 3.6652 -3.5884 -0.0366
O 1.8597 3.0695 -1.7600 -0.1579
C 2.4114 4.3733 -1.9141 -0.6556
C 1.8038 5.0512 -3.1391 -0.0312
C 3.9032 4.1585 -2.1151 -0.0349
C 2.1630 5.2090 -0.6627 -0.0496
H 0.1171 -0.4112 -4.4452 0.0866
H -0.2421 1.2319 -3.8686 0.0766
H -1.1624 -0.1482 -3.2380 0.0804
H 0.9742 -2.1382 -2.7204 0.0915
H -0.1464 -1.6169 -1.4421 0.0581
H 1.5983 -1.5404 -1.1639 0.0660
H 2.5734 -0.4646 -3.6533 0.0852
H 2.9461 0.3317 -2.1029 0.0769
H 2.3012 1.2840 -3.4465 0.0760
H -2.5285 2.2223 -0.4550 0.0434
H -2.5834 1.3784 -2.0094 0.0850
H -3.9004 2.4821 -1.5519 0.0993
H -1.8714 4.6453 -0.3517 0.0574
H -3.3583 4.9763 -1.2627 0.0862
H -1.7980 5.6035 -1.8522 0.0814
H -2.3581 2.7455 -4.1543 0.0801
H -1.9637 4.4744 -4.0614 0.0805
H -3.5954 3.9065 -3.6251 0.0839
H 2.0110 4.4586 -4.0350 0.0870
H 2.2282 6.0521 -3.2698 0.0819
H 0.7202 5.1291 -3.0305 0.0688
H 4.0752 3.5517 -3.0080 0.0816
H 4.3152 3.6268 -1.2540 0.0906
H 4.4219 5.1156 -2.2295 0.0809
H 1.0903 5.3536 -0.4973 0.0691
H 2.6384 6.1896 -0.7643 0.0829
H 2.5632 4.6995 0.2170 0.0854
O -2.7952 -9.5723 2.6503 -0.3731
S -2.7301 -8.8115 1.4175 0.3753
O -2.5451 -9.6058 0.2179 -0.3731
O -3.6926 -7.7408 1.3051 -0.3689
C -1.1193 -7.9685 1.5713 -0.3310
N -0.0490 -8.7737 1.6664 0.1116
C 1.1209 -8.1724 1.7750 -0.1355
C 1.2657 -6.7941 1.7861 -0.0153
C 0.1088 -6.0496 1.6803 -0.2197
N -1.0798 -6.6309 1.5786 0.1673
C 0.1324 -4.5420 1.6846 -0.1321
C -1.0414 -3.8118 1.7601 0.0188
C -0.9805 -2.4258 1.7533 -0.1348
N 0.1651 -1.7460 1.6496 -0.1094
C 1.2969 -2.4473 1.6031 -0.1449
C 1.3183 -3.8308 1.6221 0.0006
H 1.9908 -8.8185 1.8604 0.1014
H 2.2409 -6.3400 1.8878 0.0925
H -1.9911 -4.3293 1.8188 0.1228
H -1.8760 -1.8258 1.8398 0.0792
H 2.2086 -1.8720 1.5404 0.0538
H 2.2776 -4.3273 1.5783 0.1012
Cl -3.0794 -1.6654 -0.6746 0.6969
C -3.8376 -0.4316 0.2956 -0.6100
C -5.2133 -0.3214 0.2559 -0.1464
C -5.8621 0.6607 0.9899 -0.1352
C -5.0979 1.5147 1.7754 -0.1495
C -3.7265 1.3899 1.8358 -0.6136
Cl -2.8365 2.4804 2.8574 0.6479
C -3.0078 0.4108 1.0872 -0.4816
N -1.6828 0.3358 1.1210 -0.2291
H -5.7728 -1.0132 -0.3611 0.0950
H -6.9397 0.7545 0.9575 0.0842
H -5.5705 2.2910 2.3661 0.0919